DFT (ωB97M-V with the def2-TZVPD basis set) results for C7H14O4S as an isolated structure.

The geometry in XYZ format:
```
26
Properties=species:S:1:pos:R:3:forces:R:3:lowdin_charge:R:1
C 3.319 -0.430 0.544 -0.04 -0.05 0.02 -0.11
C 2.108 -0.007 -0.280 0.01 0.05 0.03 -0.26
C 1.106 -1.149 -0.500 -0.01 0.00 -0.05 -0.21
C -0.002 -1.242 0.568 0.04 -0.04 0.15 -0.19
C -1.427 -1.265 0.012 0.01 0.05 0.04 -0.14
C -1.915 0.059 -0.581 -0.25 -0.24 0.16 -0.29
C -2.721 0.891 0.420 0.17 0.19 -0.15 -0.13
O -2.567 2.245 -0.054 -0.08 -0.11 0.11 -0.18
S -1.041 2.417 -0.457 0.02 -0.01 -0.21 0.59
O -0.960 3.324 -1.540 0.05 0.00 0.11 -0.21
O -0.252 2.590 0.714 0.01 0.05 0.02 -0.22
O -0.834 0.929 -0.984 -0.03 0.05 -0.04 -0.18
H 3.919 -1.167 0.004 -0.02 0.00 0.03 0.07
H 3.010 -0.886 1.489 0.02 0.04 -0.01 0.07
H 3.963 0.420 0.776 -0.01 -0.02 0.00 0.07
H 2.442 0.381 -1.246 0.03 -0.04 0.02 0.11
H 1.605 0.823 0.222 -0.01 -0.01 -0.06 0.08
H 1.653 -2.097 -0.517 -0.01 0.03 -0.09 0.11
H 0.650 -1.042 -1.487 -0.01 -0.01 0.04 0.10
H 0.091 -0.422 1.289 0.03 0.02 -0.08 0.12
H 0.122 -2.161 1.146 -0.01 0.04 0.05 0.11
H -1.529 -2.065 -0.723 0.07 0.06 -0.04 0.12
H -2.116 -1.507 0.829 -0.02 -0.08 -0.07 0.12
H -2.525 -0.115 -1.470 0.07 0.07 -0.02 0.16
H -2.319 0.818 1.433 -0.04 -0.05 -0.02 0.14
H -3.781 0.658 0.395 0.00 -0.01 0.06 0.14
```
Positions in Å, forces in eV/Å.

Properties
**LUMO level**: 0.68 eV
**Strongest force on any atom**: 0.38 eV/Å

=====

DFT (ωB97M-V with the def2-TZVPD basis set) results for a 4-piece molecular cluster, C23H60F3N10O6P3 overall in a non-equilibrium geometry.

The geometry in XYZ format:
```
105
Properties=species:S:1:pos:R:3:forces:R:3:lowdin_charge:R:1
N 4.132 -1.554 -3.869 -0.58 1.31 -0.03 0.02
C 4.874 -0.478 -4.577 -0.02 -0.68 -0.59 -0.18
C 6.399 -0.760 -4.498 -0.97 -1.08 0.60 -0.19
O 6.467 -2.202 -4.572 0.53 -0.04 -0.89 0.04
C 7.592 -2.675 -3.965 -2.31 3.38 0.08 -0.56
O 7.999 -3.741 -4.132 1.62 -2.71 0.00 0.22
O 8.049 -1.693 -3.142 0.34 -0.46 -0.29 0.09
C 7.119 -0.581 -3.155 1.27 -0.34 0.04 -0.09
C 8.070 0.622 -2.994 -0.50 -1.08 0.98 -0.61
F 8.808 0.391 -1.902 0.24 0.18 0.37 0.16
F 7.417 1.759 -2.788 -0.39 0.52 -0.31 0.17
F 8.911 0.757 -4.002 0.08 0.23 -0.73 0.18
H 3.264 -1.120 -3.539 0.17 -0.33 0.23 0.04
H 3.821 -2.195 -4.594 0.20 -0.23 0.35 0.07
H 4.577 0.523 -4.238 0.32 -0.27 0.09 0.12
H 4.599 -0.562 -5.644 0.37 0.48 0.25 0.12
H 6.949 -0.386 -5.375 -0.06 0.36 0.54 0.17
H 6.550 -0.762 -2.231 -0.47 0.75 -0.58 0.19
C -2.377 0.298 -2.149 -0.13 -0.12 0.64 -0.13
N -1.215 -0.505 -2.472 -0.17 -0.59 -1.20 -0.31
C -1.379 -1.318 -3.673 0.50 -0.20 -0.20 -0.14
P 0.064 -0.974 -1.412 -2.31 7.04 0.77 0.75
O 1.202 -0.613 -2.358 0.57 -4.03 0.27 -0.32
N 0.439 0.299 -0.270 0.51 0.16 0.22 -0.32
C -0.392 1.480 -0.086 -0.53 -0.24 0.39 -0.14
C 1.822 0.783 -0.319 0.19 -0.25 -0.15 -0.16
N -1.020 -1.696 -0.275 1.13 -1.39 -0.57 -0.30
C -1.843 -2.818 -0.714 -0.23 -0.17 -0.56 -0.12
C -1.269 -1.318 1.105 0.57 -0.36 0.89 -0.11
H -2.956 -0.096 -1.303 -0.05 0.09 0.09 0.08
H -3.064 0.373 -2.993 0.15 -0.35 -0.12 0.08
H -2.096 1.326 -1.936 0.02 -0.10 0.21 0.04
H -1.791 -2.312 -3.453 -0.11 0.00 -0.13 0.06
H -0.419 -1.468 -4.175 0.03 0.02 0.13 0.07
H -2.037 -0.847 -4.405 -0.01 0.15 0.17 0.08
H -0.370 2.142 -0.961 -0.03 0.03 -0.03 0.08
H -0.037 2.059 0.772 0.16 -0.09 -0.06 0.09
H -1.426 1.240 0.156 -0.03 -0.07 -0.19 0.06
H 1.982 1.461 -1.166 0.09 -0.03 -0.03 0.08
H 2.532 -0.038 -0.398 -0.05 0.03 -0.08 0.07
H 2.069 1.334 0.594 -0.27 -0.05 0.07 0.08
H -2.719 -2.487 -1.284 0.05 0.10 -0.02 0.08
H -2.231 -3.406 0.118 0.25 0.12 0.15 0.07
H -1.274 -3.503 -1.345 -0.08 0.02 -0.03 0.08
H -2.118 -0.632 1.173 0.05 0.07 -0.10 0.09
H -0.405 -0.873 1.590 -0.03 0.26 -0.30 0.08
H -1.509 -2.189 1.722 -0.10 -0.12 -0.25 0.05
C -1.330 -6.647 4.350 0.60 -0.11 0.05 -0.12
N -1.368 -5.200 4.305 -0.94 0.02 -1.00 -0.31
C -2.141 -4.679 3.188 -0.17 0.59 0.06 -0.15
P -0.273 -4.081 5.059 -2.40 -6.20 3.91 0.76
O -1.398 -3.234 5.639 2.00 2.97 -2.33 -0.31
N 0.273 -4.660 6.618 0.32 0.35 0.46 -0.33
C 0.038 -6.012 7.096 0.43 -0.39 -0.35 -0.15
C -0.037 -3.774 7.745 -0.07 0.33 -0.12 -0.16
N 1.071 -4.846 4.274 0.26 1.75 -0.46 -0.31
C 1.119 -4.844 2.816 -0.43 0.03 -0.44 -0.12
C 2.191 -5.547 4.875 0.92 0.58 0.28 -0.12
H -0.371 -7.070 4.023 0.05 -0.11 0.05 0.07
H -2.102 -7.083 3.715 0.04 0.27 -0.18 0.08
H -1.556 -7.019 5.349 0.18 0.01 0.03 0.06
H -1.518 -4.526 2.294 -0.16 -0.07 -0.16 0.04
H -2.594 -3.716 3.439 0.12 0.00 0.10 0.07
H -2.965 -5.336 2.906 0.10 -0.13 0.16 0.08
H -1.023 -6.200 7.302 -0.04 -0.02 -0.01 0.09
H 0.588 -6.182 8.027 -0.03 0.20 0.01 0.08
H 0.412 -6.775 6.414 -0.17 0.05 -0.15 0.05
H -1.086 -3.861 8.048 -0.02 0.10 -0.01 0.08
H 0.164 -2.733 7.502 -0.10 -0.04 -0.04 0.07
H 0.580 -4.025 8.612 0.11 -0.20 -0.17 0.08
H 0.474 -5.615 2.382 -0.05 -0.01 0.10 0.08
H 2.120 -5.036 2.427 0.09 0.13 0.28 0.08
H 0.805 -3.879 2.412 -0.03 -0.07 -0.04 0.07
H 1.987 -6.620 4.934 -0.11 0.03 0.02 0.08
H 2.447 -5.170 5.861 -0.35 -0.10 0.08 0.08
H 3.104 -5.421 4.284 -0.16 0.03 -0.18 0.08
C -1.969 5.212 -3.100 -0.09 0.60 -0.09 -0.12
N -2.942 4.762 -2.127 -0.36 -1.10 -0.41 -0.31
C -3.654 3.554 -2.526 -0.34 -0.23 0.41 -0.15
P -3.680 5.684 -0.865 7.14 1.12 -0.80 0.75
O -3.472 4.652 0.232 -4.07 0.18 -0.27 -0.32
N -2.571 6.844 -0.163 0.10 0.24 0.50 -0.33
C -1.276 7.158 -0.742 -0.16 0.40 -0.53 -0.15
C -2.343 6.685 1.277 -0.26 -0.19 0.14 -0.15
N -4.262 6.887 -1.965 -1.51 -0.69 0.78 -0.31
C -5.193 6.480 -3.012 -0.08 -0.55 -0.30 -0.13
C -3.925 8.298 -2.024 -0.50 0.71 0.55 -0.12
H -2.296 6.091 -3.671 0.07 0.09 -0.02 0.07
H -1.742 4.429 -3.824 -0.32 -0.11 0.06 0.08
H -1.011 5.435 -2.629 -0.08 0.16 0.01 0.06
H -4.573 3.774 -3.087 0.02 -0.11 -0.11 0.06
H -3.941 2.964 -1.651 0.00 0.14 0.05 0.07
H -3.044 2.899 -3.148 0.15 0.22 -0.01 0.06
H -0.576 6.316 -0.673 0.03 -0.03 -0.03 0.08
H -0.825 8.005 -0.215 -0.11 -0.08 0.14 0.08
H -1.343 7.486 -1.779 -0.07 -0.21 -0.06 0.06
H -1.654 5.859 1.487 -0.06 -0.05 0.08 0.08
H -3.272 6.501 1.812 0.05 -0.08 -0.06 0.07
H -1.905 7.595 1.699 -0.01 0.10 -0.27 0.08
H -4.680 6.007 -3.857 0.08 -0.02 0.06 0.08
H -5.750 7.318 -3.430 0.06 0.12 0.28 0.08
H -5.931 5.771 -2.631 0.03 -0.02 -0.07 0.08
H -3.103 8.469 -2.725 0.05 -0.08 0.05 0.08
H -3.668 8.713 -1.054 0.26 -0.26 -0.02 0.08
H -4.776 8.896 -2.366 -0.07 -0.23 -0.12 0.08
```
Positions in Å, forces in eV/Å.

Properties
**Structure (SMILES)**: NC[C@@H]1OC(=O)O[C@H]1C(F)(F)F.CN(C)P(=O)(N(C)C)N(C)C.CN(C)P(=O)(N(C)C)N(C)C.CN(C)P(=O)(N(C)C)N(C)C
**LUMO level**: -0.40 eV
**Strongest force on any atom**: 7.71 eV/Å